[1]
ORCA calculation (ωB97M-V/def2-TZVPD) on a structure of composition C3HO2S3 at a distorted geometry.

Multiplicity ... 3
Orbital gap (alpha / beta) ... 5.7 / 6.8 eV
Total charge ... -1
E_HOMO (alpha / beta) ... -2.3 / -4.6 eV
F_max ... 2.97 eV Å⁻¹
Electronic energy ... -39727.5581 eV

```
9
C3HO2S3, DFT ωB97M-V/def2-TZVPD
C 2.13217 0.38038 0.17863
C -2.06330 0.28551 0.60409
C 0.98980 0.15513 -0.41602
O -2.14355 -0.78011 0.09465
O -2.37757 1.16799 1.28799
S 3.57737 0.79690 0.58312
S -0.26921 1.35229 -0.59242
S 0.72254 -1.65081 -0.86617
H -0.56826 -1.70727 -0.87387
```


[2]
ORCA calculation (ωB97M-V/def2-TZVPD) on a structure of composition C3HO2Tm at a distorted geometry.

Multiplicity ... 3
Orbital gap (alpha / beta) ... 8.7 / 3.8 eV
Total charge ... +2
E_HOMO (alpha / beta) ... -18.5 / -17.6 eV
F_max ... 4.76 eV Å⁻¹
Electronic energy ... -36726.3162 eV

```
7
C3HO2Tm, DFT ωB97M-V/def2-TZVPD
O 0.03047 -1.19808 -0.03303
O -0.19902 0.98309 -0.09747
C -0.70395 -0.17722 -0.15860
Tm 2.08812 0.12904 -0.04474
C -3.23043 0.04996 0.32094
C -2.16151 -0.32162 -0.21211
H -3.31747 -1.24606 -0.05859
```


[3]
ORCA calculation (ωB97M-V/def2-TZVPD) on a cluster of 2 separate species, C3HO3 in total at a distorted geometry.

Orbital gap ... 6.3 eV
Total charge ... -1
E_HOMO ... -2.7 eV
F_max ... 4.84 eV Å⁻¹
Electronic energy ... -9269.3542 eV

```
7
C3HO3, DFT ωB97M-V/def2-TZVPD
C -1.90071 0.25727 0.23384
C 0.80632 -0.17753 -0.52852
C 1.80601 -0.10860 0.19736
O 2.66929 0.33977 0.98426
O -2.46434 0.49661 -0.76913
O -1.48367 0.05181 1.29833
H 0.56709 -0.85934 -1.41615
```


[4]
ORCA calculation (ωB97M-V/def2-TZVPD) on a structure of composition C3HO3S at a distorted geometry.

Orbital gap ... 5.7 eV
Total charge ... -1
E_HOMO ... -2.2 eV
F_max ... 4.20 eV Å⁻¹
Electronic energy ... -20105.1858 eV

```
8
C3HO3S, DFT ωB97M-V/def2-TZVPD
C -0.25479 1.05372 0.34826
C -0.79720 -1.38959 -0.45590
C 0.90112 0.53987 0.47845
O -0.34168 -1.16719 -1.49558
O -1.26930 1.69724 0.31733
O -1.28168 -1.79951 0.49172
S 1.86774 1.28329 -0.73730
H 1.17577 -0.21784 1.05301
```


[5]
ORCA calculation (ωB97M-V/def2-TZVPD) on a cluster of 2 separate species, C3HO4 in total at a distorted geometry.

Orbital gap ... 6.7 eV
Total charge ... -1
E_HOMO ... -2.7 eV
F_max ... 1.81 eV Å⁻¹
Electronic energy ... -11316.9509 eV

```
8
C3HO4, DFT ωB97M-V/def2-TZVPD
C 1.97272 -0.36519 0.10077
C -1.50411 0.97906 -0.09062
C -1.14711 -0.27335 -0.05026
O 0.07130 -0.82335 -0.14686
O 2.06535 0.09832 1.17254
O -1.90717 2.10259 -0.19701
O 2.42468 -0.74420 -0.90912
H -1.97566 -0.97388 0.12056
```


[6]
ORCA calculation (ωB97M-V/def2-TZVPD) on a cluster of 2 separate species, C3HO5 in total at a distorted geometry.

Multiplicity ... 3
Orbital gap (alpha / beta) ... 4.5 / 9.7 eV
Total charge ... -1
E_HOMO (alpha / beta) ... -0.5 / -5.8 eV
F_max ... 2.77 eV Å⁻¹
Electronic energy ... -13356.9961 eV

```
9
C3HO5, DFT ωB97M-V/def2-TZVPD
C 0.63521 -1.43870 -1.34203
C 0.87094 0.93100 0.14064
C 0.00237 0.50763 1.09115
O 0.49110 -0.04561 2.12091
O -1.33056 0.53440 0.69299
O -0.70718 -1.45898 -1.41266
O 0.09625 -0.82559 -2.43122
O 1.63135 1.74084 -0.34155
H -1.68948 0.05501 1.48177
```


[7]
ORCA calculation (ωB97M-V/def2-TZVPD) on a structure of composition C3HoLi2O3 at a distorted geometry.

Multiplicity ... 5
Orbital gap (alpha / beta) ... 8.0 / 6.2 eV
Total charge ... +3
E_HOMO (alpha / beta) ... -21.3 / -21.2 eV
F_max ... 5.19 eV Å⁻¹
Electronic energy ... -35428.1786 eV

```
9
C3HoLi2O3, DFT ωB97M-V/def2-TZVPD
O -0.11946 -2.12246 1.44568
C 0.52657 -1.08199 1.27851
O 1.01325 -0.27697 2.07888
Li 1.15826 1.45154 1.29108
Li -1.10493 -2.43345 -0.21591
C 0.28955 -0.49183 -0.26551
C -0.04860 0.39070 -1.05553
O -0.39373 1.53128 -1.45010
Ho -1.32091 3.03319 -3.10709
```


[8]
ORCA calculation (ωB97M-V/def2-TZVPD) on a cluster of 2 separate species, C3I2N2 in total at a distorted geometry.

Orbital gap (alpha / beta) ... 7.3 / 6.5 eV
E_HOMO (alpha / beta) ... -10.5 / -9.9 eV
F_max ... 2.62 eV Å⁻¹
Electronic energy ... -22289.1397 eV

```
7
C3I2N2, DFT ωB97M-V/def2-TZVPD
C 0.28304 0.55020 -1.18895
C 0.27459 0.56651 1.21618
C 0.46897 -0.09331 -0.01033
N 0.08764 0.97694 -2.22392
N 0.07818 1.10049 2.22167
I -2.81773 -1.29445 0.00266
I 1.62531 -1.80638 -0.01731
```